Entry 1:
{
  "formula": "C19H24N4O3",
  "method": "ωB97M-V with the def2-TZVPD basis set",
  "species": ["C", "C", "C", "C", "C", "N", "C", "O", "C", "N", "C", "N", "C", "C", "C", "C", "C", "C", "O", "N", "C", "C", "O", "C", "C", "C", "H", "H", "H", "H", "H", "H", "H", "H", "H", "H", "H", "H", "H", "H", "H", "H", "H", "H", "H", "H", "H", "H", "H", "H"],
  "xyz": [[4.406, 2.776, -3.875], [3.516, 2.793, -2.707], [2.763, 2.794, -1.747], [1.844, 2.776, -0.591], [1.944, 1.476, 0.268], [1.499, 0.212, -0.368], [0.703, -0.020, -1.418], [0.094, 0.840, -2.043], [0.543, -1.411, -1.737], [1.122, -2.397, -1.060], [0.770, -3.543, -1.601], [-0.067, -3.367, -2.665], [-0.670, -4.269, -3.503], [-1.491, -3.799, -4.527], [-1.686, -2.428, -4.683], [-1.071, -1.509, -3.826], [-0.239, -1.975, -2.788], [1.237, 1.708, 1.629], [1.693, 2.543, 2.407], [0.149, 0.978, 1.923], [-0.645, 1.097, 3.150], [0.083, 0.489, 4.383], [0.298, -0.906, 4.241], [-2.044, 0.489, 2.888], [-3.036, 0.606, 4.063], [-4.439, 0.099, 3.699], [5.442, 2.689, -3.547], [4.158, 1.927, -4.512], [4.285, 3.698, -4.443], [2.103, 3.655, 0.002], [0.831, 2.948, -0.955], [2.990, 1.323, 0.539], [1.920, -0.626, 0.001], [1.082, -4.522, -1.274], [-0.471, -5.314, -3.319], [-1.979, -4.490, -5.203], [-2.323, -2.069, -5.482], [-1.220, -0.444, -3.947], [-0.197, 0.364, 1.199], [-0.786, 2.164, 3.352], [1.054, 0.969, 4.515], [-0.463, 0.699, 5.303], [0.895, -1.031, 3.498], [-2.480, 0.985, 2.018], [-1.941, -0.561, 2.608], [-2.669, 0.033, 4.916], [-3.102, 1.643, 4.394], [-5.118, 0.185, 4.549], [-4.869, 0.672, 2.876], [-4.417, -0.950, 3.401]],
  "mulliken_charge": [-1.356, 0.834, -0.236, -1.272, 0.417, -0.168, -0.231, -0.726, 1.001, -0.550, -0.472, 0.092, -0.225, -0.514, -0.490, -0.379, 0.341, 0.000, -0.696, 0.072, -0.036, -0.988, -0.565, -0.831, -0.406, -1.352, 0.308, 0.293, 0.299, 0.532, 0.368, 0.299, 0.353, 0.407, 0.364, 0.371, 0.403, 0.486, 0.197, 0.285, 0.413, 0.487, 0.334, 0.474, 0.376, 0.307, 0.331, 0.394, 0.323, 0.328],
  "energy_ha": -1183.13280,
  "smiles": "CC#CC[C@H](NC(=O)c1ncn2ccccc12)C(=O)N[C@H](CO)CCC",
  "total_charge": 0,
  "gap_ev": 8.1,
  "relative_energy_kcal_mol": 81.4,
  "lumo_ha": 0.0029
}

Entry 2:
{
  "formula": "C19H24N4O3",
  "method": "ωB97M-V with the def2-TZVPD basis set",
  "species": ["C", "C", "C", "C", "C", "N", "C", "O", "C", "N", "C", "N", "C", "C", "C", "C", "C", "C", "O", "N", "C", "C", "O", "C", "C", "C", "H", "H", "H", "H", "H", "H", "H", "H", "H", "H", "H", "H", "H", "H", "H", "H", "H", "H", "H", "H", "H", "H", "H", "H"],
  "xyz": [[-3.841, -2.111, 4.122], [-2.584, -1.492, 3.711], [-1.553, -0.993, 3.358], [-0.294, -0.379, 2.936], [-0.507, 0.740, 1.906], [-0.896, 0.306, 0.568], [-1.275, -0.952, 0.169], [-0.894, -1.997, 0.665], [-2.165, -0.945, -1.007], [-2.647, 0.195, -1.582], [-3.397, -0.175, -2.585], [-3.432, -1.540, -2.698], [-4.091, -2.350, -3.596], [-3.961, -3.686, -3.488], [-3.151, -4.257, -2.456], [-2.502, -3.464, -1.569], [-2.637, -2.055, -1.682], [0.781, 1.575, 1.875], [1.086, 2.265, 2.835], [1.543, 1.452, 0.772], [2.786, 2.187, 0.607], [2.509, 3.621, 0.187], [1.993, 3.605, -1.141], [3.679, 1.432, -0.372], [5.027, 2.096, -0.620], [5.934, 1.233, -1.488], [-4.669, -1.407, 4.034], [-4.066, -2.978, 3.499], [-3.791, -2.442, 5.159], [0.182, 0.094, 3.797], [0.378, -1.137, 2.537], [-1.278, 1.407, 2.299], [-1.381, 1.019, 0.037], [-3.936, 0.471, -3.258], [-4.684, -1.849, -4.347], [-4.477, -4.322, -4.192], [-3.065, -5.333, -2.391], [-1.883, -3.846, -0.771], [1.173, 0.921, 0.001], [3.265, 2.230, 1.589], [1.793, 4.056, 0.888], [3.436, 4.203, 0.237], [1.619, 4.467, -1.339], [3.836, 0.424, 0.023], [3.151, 1.326, -1.324], [4.874, 3.063, -1.105], [5.517, 2.299, 0.338], [6.893, 1.719, -1.671], [6.132, 0.271, -1.011], [5.470, 1.034, -2.456]],
  "mulliken_charge": [-1.137, 0.202, -0.292, -0.847, 0.514, -0.166, -0.300, -0.700, 0.957, -0.573, -0.420, 0.068, -0.298, -0.522, -0.441, -0.575, 0.484, -0.022, -0.698, 0.036, -0.338, -0.933, -0.530, -0.665, -0.363, -1.352, 0.298, 0.305, 0.293, 0.536, 0.384, 0.267, 0.358, 0.404, 0.358, 0.375, 0.422, 0.501, 0.358, 0.349, 0.524, 0.412, 0.303, 0.428, 0.384, 0.278, 0.332, 0.390, 0.327, 0.327],
  "energy_ha": -1183.14633,
  "smiles": "CC#CC[C@H](NC(=O)c1ncn2ccccc12)C(=O)N[C@H](CO)CCC",
  "total_charge": 0,
  "gap_ev": 8.5,
  "relative_energy_kcal_mol": 73.0,
  "lumo_ha": 0.0141
}

Entry 3:
{
  "formula": "C19H24N4O4",
  "method": "ωB97M-V with the def2-TZVPD basis set",
  "species": ["C", "C", "O", "C", "C", "C", "N", "C", "O", "C", "N", "C", "O", "C", "C", "N", "C", "C", "N", "C", "C", "C", "C", "O", "C", "C", "C", "H", "H", "H", "H", "H", "H", "H", "H", "H", "H", "H", "H", "H", "H", "H", "H", "H", "H", "H", "H", "H", "H", "H", "H"],
  "xyz": [[-0.578, 3.925, -1.033], [-1.023, 4.618, 0.253], [-0.205, 4.358, 1.376], [-0.051, 3.008, 1.752], [-1.355, 2.306, 2.147], [-1.077, 0.947, 2.789], [-0.383, 0.067, 1.878], [0.875, -0.340, 2.089], [1.517, -0.129, 3.097], [1.471, -1.147, 0.909], [1.701, -0.274, -0.230], [0.761, 0.246, -1.033], [-0.448, 0.120, -0.896], [1.343, 1.034, -2.164], [0.538, 1.522, -3.192], [1.040, 2.241, -4.181], [2.342, 2.475, -4.159], [3.157, 1.968, -3.152], [2.658, 1.252, -2.159], [0.620, -2.348, 0.552], [-0.137, -2.984, 1.524], [-0.897, -4.101, 1.226], [-0.912, -4.606, -0.070], [-1.622, -5.692, -0.479], [-2.419, -6.369, 0.462], [-0.139, -3.978, -1.047], [0.619, -2.870, -0.737], [0.485, 4.091, -1.199], [-0.768, 2.855, -0.990], [-1.130, 4.336, -1.874], [-0.958, 5.702, 0.131], [-2.069, 4.359, 0.469], [0.447, 2.439, 0.954], [0.621, 3.043, 2.613], [-1.980, 2.156, 1.264], [-1.897, 2.934, 2.855], [-0.443, 1.059, 3.672], [-2.023, 0.480, 3.084], [-0.788, -0.080, 0.956], [2.456, -1.493, 1.244], [2.651, -0.011, -0.455], [-0.524, 1.322, -3.210], [2.737, 3.074, -4.968], [4.225, 2.135, -3.133], [-0.131, -2.609, 2.537], [-1.472, -4.565, 2.012], [-2.889, -7.186, -0.083], [-3.195, -5.717, 0.876], [-1.816, -6.780, 1.279], [-0.149, -4.383, -2.047], [1.215, -2.409, -1.511]],
  "mulliken_charge": [-0.685, -0.527, -0.473, -0.198, -0.385, -0.943, 0.187, -0.180, -0.705, 0.146, 0.005, -0.045, -0.852, 0.937, -0.244, -0.617, -0.315, -0.226, -0.513, 0.116, -0.776, -0.387, 0.884, -0.458, -0.839, -0.890, -0.371, 0.272, 0.004, 0.500, 0.378, 0.281, 0.050, 0.367, 0.280, 0.289, 0.473, 0.305, 0.217, 0.595, 0.355, 0.499, 0.416, 0.444, 0.422, 0.398, 0.240, 0.338, 0.335, 0.433, 0.464],
  "energy_ha": -1258.41456,
  "smiles": "CCOCCCNC(=O)[C@H](NC(=O)c1cnccn1)c1ccc(OC)cc1",
  "total_charge": 0,
  "gap_ev": 8.1,
  "relative_energy_kcal_mol": 62.9,
  "lumo_ha": -0.0113
}

Entry 4:
{
  "formula": "C19H24N6S",
  "method": "ωB97M-V with the def2-TZVPD basis set",
  "species": ["C", "C", "C", "C", "N", "N", "C", "N", "C", "C", "C", "N", "C", "C", "C", "C", "C", "C", "C", "S", "N", "N", "C", "C", "C", "C", "H", "H", "H", "H", "H", "H", "H", "H", "H", "H", "H", "H", "H", "H", "H", "H", "H", "H", "H", "H", "H", "H", "H", "H"],
  "xyz": [[2.867, -6.106, -4.006], [2.651, -5.132, -2.897], [2.138, -3.846, -3.147], [1.893, -2.907, -2.028], [2.277, -3.131, -0.810], [1.946, -2.162, 0.095], [1.332, -1.136, -0.459], [0.863, -0.080, 0.329], [-0.037, 0.933, -0.265], [-1.271, 1.241, 0.666], [-0.879, 1.374, 2.131], [-1.494, 2.560, 2.800], [-2.892, 2.439, 3.268], [-3.145, 3.348, 4.415], [-2.884, 4.771, 4.006], [-1.447, 4.941, 3.598], [-1.065, 3.936, 2.493], [0.630, 1.307, 2.373], [1.247, 0.032, 1.727], [1.114, -1.332, -2.192], [1.787, -3.595, -4.504], [1.096, -2.519, -4.996], [0.808, -2.814, -6.249], [1.319, -4.112, -6.612], [1.891, -4.561, -5.482], [2.466, -5.825, -5.267], [3.302, -7.081, -3.772], [2.844, -5.413, -1.872], [-0.406, 0.579, -1.228], [0.559, 1.838, -0.438], [-1.708, 2.210, 0.373], [-2.022, 0.455, 0.548], [-1.295, 0.466, 2.623], [-3.593, 2.692, 2.426], [-3.116, 1.400, 3.558], [-4.170, 3.266, 4.733], [-2.500, 3.080, 5.263], [-3.097, 5.441, 4.858], [-3.576, 5.071, 3.241], [-1.290, 5.957, 3.224], [-0.833, 4.813, 4.500], [0.017, 3.981, 2.367], [-1.559, 4.233, 1.587], [0.851, 1.330, 3.424], [1.159, 2.193, 1.987], [0.846, -0.834, 2.251], [2.321, 0.067, 1.846], [0.232, -2.191, -6.888], [1.146, -4.647, -7.520], [2.675, -6.531, -6.081]],
  "mulliken_charge": [-0.350, -0.571, 1.017, -0.256, -0.423, -0.422, 0.358, 0.250, -0.948, -0.509, 0.085, 0.282, -0.612, -0.678, -0.741, -0.735, -0.597, -1.392, -0.598, -0.103, 0.665, -1.049, -0.289, -1.026, 0.775, -0.716, 0.379, 0.466, 0.578, 0.222, 0.335, 0.235, 0.195, 0.270, 0.401, 0.354, 0.278, 0.283, 0.347, 0.337, 0.340, 0.318, 0.365, 0.465, 0.372, 0.366, 0.426, 0.461, 0.426, 0.364],
  "energy_ha": -1465.06604,
  "smiles": "c1cc(-c2nnc(N3CCC(N4CCCCC4)CC3)s2)n2nccc2c1",
  "total_charge": 0,
  "gap_ev": 7.7,
  "relative_energy_kcal_mol": 0.0,
  "lumo_ha": 0.0038
}

Entry 5:
{
  "formula": "C19H24NPbS",
  "method": "ωB97M-V with the def2-TZVPD basis set",
  "species": ["C", "C", "C", "C", "H", "H", "H", "H", "H", "H", "H", "H", "H", "C", "C", "C", "H", "C", "C", "H", "H", "H", "H", "C", "C", "C", "H", "C", "C", "H", "H", "H", "H", "Pb", "S", "C", "N", "C", "C", "C", "C", "H", "H", "H", "H", "H"],
  "xyz": [[-0.411, 0.686, -4.123], [0.171, 2.044, -4.119], [0.406, -0.404, -4.681], [-1.877, 0.532, -4.165], [0.423, -0.382, -5.788], [0.027, -1.396, -4.396], [1.455, -0.346, -4.354], [0.159, 2.496, -5.132], [1.226, 2.035, -3.803], [-0.370, 2.748, -3.467], [-2.274, 0.677, -5.191], [-2.407, 1.258, -3.529], [-2.191, -0.476, -3.857], [2.312, -0.086, 1.357], [2.439, -0.848, 0.166], [2.412, 0.040, -0.943], [2.604, -1.926, 0.116], [2.277, 1.379, -0.425], [2.191, 1.277, 1.001], [2.119, 2.116, 1.697], [2.373, -0.474, 2.375], [2.573, -0.225, -1.991], [2.365, 2.304, -1.000], [-2.309, -1.260, 0.760], [-1.238, -2.096, 1.146], [-0.562, -2.526, -0.025], [-1.020, -2.421, 2.166], [-1.222, -1.975, -1.155], [-2.333, -1.192, -0.671], [-3.130, -0.759, -1.282], [-3.047, -0.807, 1.427], [0.278, -3.225, -0.053], [-1.002, -2.194, -2.205], [-0.417, 0.757, -0.722], [-1.155, 1.705, 1.992], [-0.600, 1.021, 3.446], [-1.289, -0.039, 4.022], [-0.800, -0.760, 5.081], [0.324, -0.320, 5.747], [0.989, 0.818, 5.270], [0.503, 1.503, 4.165], [-2.157, -0.337, 3.579], [-1.360, -1.648, 5.369], [0.667, -0.840, 6.639], [1.899, 1.156, 5.756], [0.979, 2.408, 3.799]],
  "mulliken_charge": [0.883, -1.197, -1.331, -1.143, 0.384, 0.278, 0.271, 0.385, 0.295, 0.290, 0.407, 0.265, 0.262, -0.047, -0.649, -0.159, 0.442, -0.855, -0.485, 0.398, 0.445, 0.446, 0.571, -0.657, -0.009, -0.891, 0.404, -0.224, -0.934, 0.583, 0.352, 0.511, 0.436, 0.995, -0.345, 0.454, -0.030, -0.287, -0.608, -0.138, -0.737, 0.266, 0.425, 0.415, 0.426, 0.435],
  "energy_ha": -1383.78536,
  "total_charge": 1,
  "gap_ev": [6.6, 4.3],
  "relative_energy_kcal_mol": 0.7,
  "lumo_ha": [-0.1435, -0.2128]
}

Entry 6:
{
  "formula": "C19H25BCl3NO3",
  "method": "ωB97M-V with the def2-TZVPD basis set",
  "species": ["Cl", "B", "Cl", "Cl", "O", "C", "C", "C", "C", "C", "C", "C", "H", "H", "H", "H", "H", "H", "C", "O", "C", "O", "C", "C", "C", "C", "N", "C", "C", "C", "C", "C", "C", "H", "H", "H", "H", "H", "H", "H", "H", "H", "H", "H", "H", "H", "H", "H", "H", "H", "H", "H"],
  "xyz": [[3.276, -1.803, -4.141], [2.597, -0.042, -4.115], [3.728, 1.027, -3.106], [2.380, 0.608, -5.828], [1.266, -0.156, -3.476], [0.279, 0.595, -3.164], [-1.017, 0.259, -3.703], [-2.002, 1.241, -4.001], [-3.317, 0.855, -4.272], [-3.668, -0.506, -4.313], [-2.652, -1.469, -4.245], [-1.332, -1.096, -3.989], [0.428, 1.489, -2.531], [-1.706, 2.289, -3.966], [-4.090, 1.604, -4.466], [-4.706, -0.808, -4.479], [-2.892, -2.524, -4.408], [-0.534, -1.837, -3.918], [-3.975, -0.384, 1.842], [-2.768, -1.163, 1.890], [-1.764, -0.563, 2.569], [-1.902, 0.423, 3.265], [-0.483, -1.342, 2.354], [-0.437, -2.575, 3.253], [0.879, -2.517, 4.039], [1.681, -1.343, 3.454], [0.717, -0.591, 2.625], [1.149, 0.416, 1.790], [0.419, 1.552, 1.461], [1.134, 2.870, 1.544], [2.622, 2.787, 1.117], [2.905, 1.497, 0.372], [2.602, 0.329, 1.309], [-4.678, -0.983, 1.266], [-4.372, -0.191, 2.846], [-3.795, 0.574, 1.336], [-0.509, -1.646, 1.302], [-1.303, -2.637, 3.922], [-0.450, -3.434, 2.577], [0.699, -2.359, 5.112], [1.444, -3.453, 3.920], [2.136, -0.712, 4.244], [2.513, -1.767, 2.856], [-0.681, 1.584, 1.505], [0.615, 3.602, 0.918], [1.138, 3.278, 2.573], [2.898, 3.641, 0.491], [3.240, 2.799, 2.027], [2.284, 1.416, -0.530], [3.932, 1.443, 0.003], [3.338, 0.325, 2.139], [2.733, -0.600, 0.730]],
  "mulliken_charge": [-0.316, 0.670, -0.274, -0.294, -0.455, -0.044, 0.380, -0.450, -0.429, -0.367, -0.508, -0.326, 0.384, 0.422, 0.377, 0.403, 0.373, 0.465, -0.691, -0.312, -0.074, -0.569, 0.612, -0.608, -0.574, -0.754, 0.248, 0.769, -1.060, -0.711, -0.813, -0.158, -0.702, 0.249, 0.290, 0.295, 0.245, 0.346, 0.347, 0.286, 0.264, 0.297, 0.396, 0.287, 0.308, 0.244, 0.362, 0.298, -0.290, 0.457, 0.313, 0.396],
  "energy_ha": -2424.95022,
  "total_charge": 0,
  "gap_ev": 5.0,
  "relative_energy_kcal_mol": 12.8,
  "lumo_ha": -0.0847
}